(1)
The following is a DFT calculation (ωB97M-V/def2-TZVPD) of one molecule with the formula C4H6OS.

The geometry in XYZ format:
```
12
Properties=species:S:1:pos:R:3:forces:R:3:mulliken_charge:R:1
C 0.9479 1.7218 0.0381 -0.5 1.7 -3.0 -0.95
C 0.2825 0.5910 0.0457 1.0 -1.1 1.9 0.53
C -0.8993 0.2570 -0.7324 -2.0 -0.1 -0.6 -0.37
S -0.7221 -1.5782 -1.0251 0.4 0.8 0.4 -0.16
C 0.0346 -1.7351 0.7068 -0.2 0.2 -1.7 -0.33
O 0.6316 -0.4104 0.9886 -0.8 -1.2 -0.8 -0.38
H 1.7992 2.0142 0.5612 1.1 -0.2 1.3 0.35
H 0.7819 2.4479 -0.8178 -0.4 -1.0 1.2 0.18
H -1.0147 0.9700 -1.6557 0.1 -1.8 1.7 0.32
H -1.8006 0.2929 -0.0264 1.0 0.5 -1.2 0.22
H 0.8055 -2.6097 0.5261 -1.4 2.0 1.1 0.29
H -0.8464 -1.9613 1.3908 1.6 0.3 -0.5 0.29
```
Forces are in eV/Å.

Output
SMILES: C=C1CSCO1
ΔE to the lowest compared entry with this formula, charge and spin: 2.110 eV
E_tot: -629.36963 Eh
spin multiplicity: 1
frontier orbital gap: 9.82 eV
total charge: 0

=====

(2)
The following is a DFT calculation (ωB97M-V/def2-TZVPD) of one molecule with the formula C4H5N3OS.

The geometry in XYZ format:
```
14
Properties=species:S:1:pos:R:3:forces:R:3:mulliken_charge:R:1
C 0.3082 -0.3204 0.2860 -2.2 -0.1 0.2 0.45
C 0.9342 -0.0012 -1.0340 0.2 0.3 -2.1 0.39
C -1.3116 -0.2255 0.7027 1.6 0.8 -2.6 0.48
C 1.7209 0.9795 -1.8247 1.0 -0.9 3.7 -0.46
N 1.1761 -0.6476 1.1190 0.1 -1.3 2.6 -0.57
N 1.5505 -0.4510 -2.0722 -2.3 -0.7 1.2 -0.59
N -1.8208 -0.7046 1.8848 2.8 -1.5 0.7 -0.51
O -1.3630 1.1760 -1.4645 0.7 0.3 -1.0 -0.51
S -2.1925 0.5890 -0.4163 -0.9 -0.4 1.2 0.19
H 1.3366 1.8542 -2.2253 -1.2 0.9 -1.7 0.30
H 2.6158 1.1175 -1.2524 1.0 0.8 -0.3 0.22
H -0.9908 -1.2480 2.3197 -2.6 0.7 -0.3 0.16
H -2.7521 -1.1507 1.9102 1.1 0.3 -0.1 0.26
H 0.7885 -0.9670 2.0670 0.7 0.9 -1.5 0.19
```
Forces are in eV/Å.

Output
ΔE to the lowest compared entry with this formula, charge and spin: 6.243 eV
E_tot: -792.93177 Eh
spin multiplicity: 1
frontier orbital gap: 8.28 eV
total charge: 0

=====

E_LUMO? In order: 0.83; -0.61 eV.
E_HOMO? In order: -0.3303; -0.3266 hartree.